[1]
The following is a DFT calculation (ωB97M-V/def2-TZVPD) of a cluster of 2 separate species, C4H13N2OS in total.

- gap between HOMO and LUMO (alpha / beta) (eV) = 2.6 / 6.1
- multiplicity = 2
- net charge = -2

Each line ends with the Löwdin charge.
Element x y z (Å)
C -0.3494 0.5591 2.2638  -0.21
N -0.7775 0.0541 0.9163  -0.09
C 0.1239 -0.6698 0.0359  -0.50
C 0.3202 -2.1922 0.3526  -0.69
S 1.8902 -2.7551 -0.4097  0.07
C -0.3902 -0.4066 -1.3737  -0.35
N 0.5882 -0.4754 -2.4648  -0.04
H -0.5122 -0.1278 3.0833  0.04
H 0.6855 0.9574 2.3089  0.06
H -0.9205 1.4471 2.4868  0.02
H -1.0691 0.9533 0.5527  0.02
H 1.1542 -0.2532 0.0004  0.09
H -0.4845 -2.8223 -0.0688  0.03
H 0.2931 -2.2572 1.4495  0.03
H -0.7945 0.6227 -1.4567  0.05
H -1.2358 -1.0692 -1.5550  0.10
H 1.0610 -1.3847 -2.4797  -0.02
H 1.3275 0.1757 -2.2116  0.03
H -0.9352 3.6432 -0.2046  -0.11
H 0.0318 2.6619 -0.9596  -0.07
O -0.0068 3.3389 -0.2661  -0.45

***

[2]
The following is a DFT calculation (ωB97M-V/def2-TZVPD) of the ion C4H13N2S with charge +1.

- gap between HOMO and LUMO (eV) = 8.9
- net charge = +1

Each line ends with the Löwdin charge.
Element x y z (Å)
N -0.0193 -2.2107 1.1575  0.15
C 0.0822 -2.2800 -0.3320  -0.11
C -0.2496 -0.8334 -0.8792  -0.22
N -0.6798 0.1235 0.1115  -0.10
C 0.3538 1.1171 0.5352  -0.25
C -0.0474 2.5434 0.1001  -0.55
S 0.0397 2.8991 -1.6908  0.72
H 0.7091 -1.8485 1.7596  0.16
H -0.6506 -2.9218 1.5238  0.17
H -0.6581 -1.3290 1.2843  0.16
H 1.0272 -2.6573 -0.7175  0.13
H -0.7617 -2.8492 -0.6910  0.12
H 0.7511 -0.6745 -1.3645  0.12
H -0.7621 -0.9983 -1.8400  0.13
H -1.6092 0.4690 -0.0802  0.13
H 1.3177 0.7408 -0.0040  0.14
H 0.4548 1.1266 1.6243  0.11
H -1.0317 2.7157 0.5078  0.07
H 0.5963 3.2071 0.6354  0.06
H 1.1377 3.6602 -1.6401  -0.14

***

[3]
The following is a DFT calculation (ωB97M-V/def2-TZVPD) of the ion C4H13N2S with charge +1.

- gap between HOMO and LUMO (eV) = 9.1
- net charge = +1

Each line ends with the Löwdin charge.
Element x y z (Å)
N 2.4417 -0.2261 1.1443  0.13
C 1.7725 0.8486 0.1810  -0.08
C 1.2546 -0.1042 -0.9890  -0.19
N 0.7323 -1.2481 -0.2982  -0.18
C -0.5082 -1.1370 0.4463  -0.31
C -1.5373 -0.5768 -0.4183  -0.50
S -2.2043 1.2346 -0.2191  0.67
H 1.8258 -0.2802 1.9619  0.14
H 3.4292 0.1910 1.4303  0.22
H 2.2146 -1.1499 0.7587  0.11
H 0.9485 1.4731 0.6453  0.11
H 2.6813 1.5755 -0.0542  0.16
H 0.4666 0.2594 -1.6324  0.10
H 2.1076 -0.2574 -1.6292  0.13
H 0.6631 -2.1268 -0.8277  0.15
H -0.2512 -0.3574 1.3405  0.13
H -0.6455 -2.1403 1.0039  0.16
H -1.1224 -0.8359 -1.4839  0.12
H -2.5090 -1.0757 -0.2887  0.06
H -2.6460 1.1064 1.0388  -0.15

***

[4]
The following is a DFT calculation (ωB97M-V/def2-TZVPD) of the ion C4H13N2S with charge +1.

- gap between HOMO and LUMO (eV) = 9.7
- net charge = +1

Each line ends with the Löwdin charge.
Element x y z (Å)
N 0.4757 -2.0486 -0.6829  0.02
C 1.3585 -1.2671 -1.4751  -0.20
C 1.0703 0.2522 -1.2768  -0.04
N -0.0886 0.5408 -0.3222  -0.03
C 0.0578 0.8806 1.0951  -0.24
C -1.2857 0.6825 1.7900  -0.46
S -2.3959 2.2689 2.0347  0.68
H -0.3708 -2.3372 -1.0668  0.08
H 0.9775 -2.8356 -0.3180  0.10
H 2.3194 -1.4709 -1.1324  0.11
H 1.3281 -1.5041 -2.5357  0.13
H 1.7739 0.8223 -0.7477  0.11
H 0.5835 0.7159 -2.1173  0.13
H -0.8991 1.0864 -0.6422  0.17
H -0.5316 -0.4477 -0.2423  0.15
H 0.5502 1.8823 1.3652  0.16
H 0.7197 0.0929 1.5184  0.14
H -1.8627 -0.0776 1.2440  0.08
H -1.0598 0.3969 2.8120  0.07
H -2.7204 2.3671 0.7001  -0.15

***

[5]
The following is a DFT calculation (ωB97M-V/def2-TZVPD) of the ion C4H13N2S with charge +1.

- gap between HOMO and LUMO (eV) = 8.9
- net charge = +1

Each line ends with the Löwdin charge.
Element x y z (Å)
C -0.2605 -2.4245 0.7352  -0.12
N -0.2119 -1.8348 -0.5776  -0.13
C 0.0551 -0.5200 -1.1366  -0.17
C 0.0718 0.5241 -0.0176  -0.35
N -1.3294 1.0687 0.0850  0.20
C 1.1172 1.6097 -0.1963  -0.50
S 0.8361 3.0557 0.8575  0.79
H -1.1693 -2.4012 1.3306  0.08
H 0.3502 -3.3187 0.8174  0.09
H 0.4170 -1.8100 1.3758  0.07
H -0.1126 -2.5242 -1.3056  0.11
H 1.0304 -0.5448 -1.6265  0.13
H -0.6948 -0.3383 -1.9153  0.13
H 0.2218 0.0174 0.9321  0.13
H -1.4134 1.8766 0.7088  0.12
H -1.7113 1.3114 -0.8275  0.17
H -1.9803 0.3044 0.3017  0.18
H 1.0126 2.0340 -1.1936  0.08
H 2.0906 1.1369 -0.2077  0.11
H 1.6804 2.7778 1.8599  -0.11

***

[6]
The following is a DFT calculation (ωB97M-V/def2-TZVPD) of the ion C4H13N2S with charge +1.

- gap between HOMO and LUMO (eV) = 8.9
- net charge = +1

Each line ends with the Löwdin charge.
Element x y z (Å)
N 2.3261 -1.4494 -1.4829  0.00
C 0.9844 -1.1787 -0.9927  -0.20
C 1.0573 -0.4147 0.3341  -0.29
N 2.3649 0.3204 0.3542  0.20
C -0.0802 0.5996 0.4878  -0.27
C -1.4512 -0.0664 0.3627  -0.53
S -2.7183 1.2696 0.5750  0.73
H 2.3771 -1.4583 -2.4978  0.10
H 2.6686 -2.3529 -1.1856  0.10
H 0.4781 -0.5313 -1.7176  0.14
H 0.4081 -2.0920 -0.8586  0.13
H 0.9863 -1.0117 1.2410  0.16
H 2.7035 0.4378 1.3151  0.18
H 3.0354 -0.2320 -0.2097  0.14
H 2.2577 1.2594 -0.0244  0.17
H -0.0609 1.0824 1.4588  0.11
H -0.0200 1.3941 -0.2516  0.12
H -1.6615 -0.4708 -0.6223  0.06
H -1.6339 -0.7637 1.1789  0.08
H -3.6010 0.5640 1.2734  -0.14

***

[7]
The following is a DFT calculation (ωB97M-V/def2-TZVPD) of a cluster of 2 separate species, C4H13N2S2 in total.

- gap between HOMO and LUMO (eV) = 7.2
- net charge = +1

Each line ends with the Löwdin charge.
Element x y z (Å)
C 0.8246 -0.4148 -1.6836  0.00
C -1.9289 -0.5274 1.1732  -0.15
C -0.0596 0.0381 -0.4748  -0.29
C -1.1916 -0.7606 -0.0252  -0.77
N 0.4105 0.9460 0.3568  0.20
N 2.1556 3.1320 -0.0630  0.01
S -0.8537 -3.9313 0.2241  0.64
S -1.6927 -1.9615 -1.0935  0.78
H 1.6646 0.1718 -1.7059  0.05
H 1.0149 -1.4458 -1.5723  0.06
H 0.1802 -0.2594 -2.5434  0.09
H -1.3104 -0.8827 2.0642  0.12
H -2.1856 0.5864 1.2666  0.12
H -2.8190 -1.0957 1.1761  0.06
H 1.2953 1.4839 0.0354  0.10
H -0.1876 1.3777 1.0046  0.10
H 1.6946 3.6894 0.6763  0.06
H 3.1993 2.9846 0.2676  0.11
H 2.1603 3.5608 -0.9062  -0.02
H -2.0201 -3.7803 0.7971  -0.16
H -0.3510 -2.9113 1.0259  -0.09

***

[8]
The following is a DFT calculation (ωB97M-V/def2-TZVPD) of the molecule C4H13N3.

- gap between HOMO and LUMO (eV) = 10.0

Each line ends with the Löwdin charge.
Element x y z (Å)
C -0.4990 0.0021 1.5899  -0.07
C -0.8428 -0.0415 0.1034  -0.42
C -0.5962 1.3321 -0.5260  -0.26
N -1.5087 2.3852 -0.0017  0.00
N -0.1203 -1.1178 -0.5941  -0.04
C 1.3825 -0.9841 -0.6462  -0.31
N 2.0470 -2.2657 -0.6257  0.00
H -1.3860 0.2277 2.1958  0.08
H 0.1555 0.8314 1.8539  0.07
H -0.0827 -0.9313 1.9510  0.07
H -1.8846 -0.3422 -0.0369  0.14
H 0.4589 1.5777 -0.3628  0.11
H -0.8484 1.2717 -1.5816  0.11
H -1.4896 2.3443 1.0129  0.05
H -1.0937 3.2621 -0.2800  0.06
H -0.4299 -1.1092 -1.5393  0.08
H 1.6260 -0.4575 -1.5675  0.11
H 1.6821 -0.4103 0.2307  0.10
H 1.6950 -2.8331 -1.3874  0.06
H 1.7350 -2.7416 0.2117  0.06

***

[9]
The following is a DFT calculation (ωB97M-V/def2-TZVPD) of the molecule C4H13N3.

- gap between HOMO and LUMO (eV) = 10.3

Each line ends with the Löwdin charge.
Element x y z (Å)
N -2.5705 0.4358 0.7768  0.00
C -1.9988 -0.6342 -0.0517  -0.30
C -0.5432 -0.9858 0.2358  -0.17
C 0.4478 0.1720 0.1285  -0.43
N 0.1941 1.1479 -0.9570  0.04
C 1.8662 -0.3289 0.0044  -0.27
N 2.8660 0.7584 0.0865  0.00
H -2.7385 0.1066 1.7194  0.06
H -1.9408 1.2247 0.8690  0.05
H -2.1928 -0.3855 -1.0909  0.10
H -2.5945 -1.5273 0.1370  0.11
H -0.5350 -1.3261 1.2714  0.11
H -0.2545 -1.8546 -0.3531  0.11
H 0.3994 0.7555 1.0504  0.13
H 0.5908 0.7595 -1.8131  0.08
H -0.7976 1.1801 -1.1753  0.05
H 2.0608 -1.0048 0.8372  0.11
H 1.9966 -0.9220 -0.9028  0.11
H 2.3553 1.6387 0.0139  0.05
H 3.3890 0.7900 -0.7864  0.06

***

[10]
The following is a DFT calculation (ωB97M-V/def2-TZVPD) of a cluster of 2 separate species, C4H13N3 in total.

- gap between HOMO and LUMO (eV) = 10.3

Each line ends with the Löwdin charge.
Element x y z (Å)
H -1.7601 0.6474 -1.9246  0.03
N -1.8517 0.9368 -0.9528  0.13
C -0.7645 1.2236 -0.3732  -0.53
C -0.7477 1.7970 1.0101  -0.03
N 0.5205 1.1435 -0.9557  -0.12
N 0.7582 0.8411 -2.3110  0.02
H -1.7310 1.6732 1.4521  0.08
H -0.0234 1.2778 1.6360  0.07
H -0.4722 2.8507 0.9701  0.08
H 1.3121 1.5625 -0.4846  0.13
H 0.2456 1.4764 -2.9199  0.08
H 0.4261 -0.1085 -2.4871  0.07
C 0.7090 -1.7635 0.2217  -0.18
C 0.2961 -2.1041 1.6442  -0.17
H 0.5014 -2.5977 -0.4490  0.06
H 1.7584 -1.4668 0.1720  0.06
H 0.2419 -0.7911 -0.2807  0.06
H 0.9240 -2.9039 2.0385  0.06
H 0.3929 -1.2451 2.3070  0.05
H -0.7359 -2.4495 1.6867  0.06

***

[11]
The following is a DFT calculation (ωB97M-V/def2-TZVPD) of a structure of composition C4H13N3.

- gap between HOMO and LUMO (eV) = 8.4

Each line ends with the Löwdin charge.
Element x y z (Å)
C -0.3941 -0.2185 -0.4475  -0.26
C -0.5511 0.9800 0.2914  -0.12
C -0.6594 -1.5823 0.1164  -0.09
C -2.4290 0.7258 -0.1312  -0.05
N 1.4504 0.2666 0.0371  -0.31
N 1.8939 -0.3280 1.2419  -0.03
N 2.5323 0.4847 -0.8878  -0.02
H -0.3751 -0.1285 -1.5287  0.13
H 2.4300 -1.1742 1.0395  0.06
H 2.5312 0.3080 1.7209  0.06
H 2.5430 1.4645 -1.1622  0.05
H 2.3954 -0.0766 -1.7262  0.05
H -0.5586 0.9212 1.3709  0.10
H -0.3416 1.9179 -0.2022  0.10
H 0.1444 -2.2591 -0.1746  0.08
H -1.5984 -1.9864 -0.2674  0.08
H -0.7040 -1.5541 1.2032  0.08
H -2.7078 0.3937 -1.1287  0.04
H -2.7472 1.7574 -0.0027  0.03
H -2.8542 0.0881 0.6379  0.03

***

[12]
The following is a DFT calculation (ωB97M-V/def2-TZVPD) of a cluster of 2 separate species, C4H13N3 in total.

- gap between HOMO and LUMO (eV) = 6.5
- net charge = +2

Each line ends with the Löwdin charge.
Element x y z (Å)
C 2.5039 0.0649 -0.0330  -0.12
C 0.8711 -1.6884 -0.2991  -0.03
C -2.3108 -0.0701 1.0773  -0.02
C -2.0881 0.9658 -1.0293  -0.02
N 2.9672 1.2178 0.3645  0.21
N 1.2694 -0.3541 0.0763  0.00
N -1.5472 0.2895 0.0135  0.08
H 3.2093 -0.6096 -0.5153  0.18
H 1.4558 -2.0473 -1.1468  0.11
H -0.1821 -1.6886 -0.5758  0.07
H 1.0136 -2.3881 0.5299  0.11
H -2.6748 -1.1086 0.9013  0.21
H -1.7050 -0.2021 1.9840  0.14
H -3.2491 0.4951 1.2217  0.15
H -3.1577 1.2064 -0.9896  0.13
H -1.4892 1.8817 -1.2154  0.18
H -1.8070 0.4478 -1.9696  0.18
H 3.9417 1.4564 0.2208  0.15
H 2.4190 1.9097 0.8632  0.15
H 0.5599 0.2219 0.5215  0.12

***

Result set for relative energy (zero: lowest compared OMol25 entry of this formula, charge and spin): 1.70; 45.82; 66.96; 45.92; 43.30; 12.95; 54.48; 16.80; 12.17; 34.32; 140.80; 105.70 kcal per mole, one per record in the order listed.